# 1
The following is a quantum chemistry calculation of C14H26IIrN3O3P2S3 as an isolated structure, from the OMol25 dataset.

Output
ΔE to the lowest compared entry with this formula, charge and spin ... 251.6 kJ/mol
Highest occupied orbital energy ... -10.96 eV
Charge ... +1
Frontier orbital gap ... 0.287 hartree
E ... -87572.9461 eV

Geometry (Å):
Ir  -0.24440  0.46576  -0.11213
I  -4.77009  -2.03869  -2.86999
S  1.53005  0.27837  1.69274
S  0.40455  2.77994  -0.60720
S  1.06257  1.58641  -2.21198
P  0.21468  -1.72352  -0.70275
P  -1.40897  -0.49011  1.63149
O  1.75805  2.33816  -3.20621
O  -0.16139  0.88899  -2.63364
O  1.92366  0.61502  -1.46735
N  3.74183  1.52095  2.53050
N  3.51138  1.62532  0.37123
N  -2.22634  0.82112  -0.95363
C  2.97990  1.18515  1.48357
C  -3.19283  -0.81566  1.58736
C  4.72969  2.39831  0.60246
C  -0.31641  -2.26382  -2.33952
C  -3.51557  2.08579  -2.51109
C  1.93928  -2.23855  -0.58490
C  -4.17529  0.94963  -2.93806
C  -2.85297  -0.28296  -1.38737
C  -0.63307  -2.84634  0.45312
C  -2.55497  1.98937  -1.52103
C  -1.19236  0.17333  3.30218
C  -3.83457  -0.26052  -2.35226
C  -0.70553  -2.16720  1.80415
C  4.95695  2.22925  2.12027
H  0.08233  -1.56958  -3.08003
H  -3.47314  -1.50921  0.79989
H  5.55458  2.00409  0.01353
H  -3.73972  3.04917  -2.94588
H  -1.75011  1.10592  3.39940
H  -0.11011  -3.80166  0.52730
H  -1.40261  -2.23966  -2.41809
H  2.02042  -3.27820  -0.90293
H  4.57135  3.43907  0.32209
H  -0.14677  0.37817  3.49620
H  3.08689  1.41585  -0.53489
H  -2.55179  -1.21414  -0.94188
H  -4.93631  1.00115  -3.70494
H  -1.57010  -0.55534  4.02015
H  2.28833  -2.12722  0.44013
H  5.04094  3.18255  2.63676
H  3.51703  1.27411  3.47680
H  0.04625  -3.27291  -2.53468
H  2.54054  -1.59788  -1.22641
H  -1.62947  -3.05637  0.05124
H  -3.45855  -1.24994  2.55097
H  -3.74838  0.11162  1.44608
H  -2.03005  2.85940  -1.16018
H  5.84153  1.63260  2.34068
H  0.28845  -2.03249  2.23807
H  -1.29937  -2.75259  2.51066

=====

# 2
The following is a quantum chemistry calculation of an isolated ion of composition C7H15OS and charge +1, from the OMol25 dataset.

Output
ΔE to the lowest compared entry with this formula, charge and spin ... 153.7 kJ/mol
Highest occupied orbital energy ... -11.68 eV
Charge ... +1
Frontier orbital gap ... 0.294 hartree
E ... -20374.3115 eV

Geometry (Å):
S  -0.34365  0.03610  -0.98059
O  -0.50430  0.12584  1.90598
C  -1.88731  -0.84834  -0.61258
C  0.30403  -0.91981  2.49144
C  -0.92822  1.60745  -1.68391
C  0.21143  0.78952  1.03110
C  0.23843  -0.76147  -2.35535
C  1.62878  -0.91083  1.71998
C  1.67118  0.51680  1.16192
H  0.53559  -1.78063  -2.15504
H  2.47459  -1.14214  2.36094
H  2.21847  0.60669  0.22627
H  0.43729  -0.67610  3.54799
H  2.10904  1.21078  1.88404
H  -0.24339  -1.85978  2.40941
H  1.60697  -1.63467  0.90467
H  1.01521  -0.19313  -2.84844
H  -1.67954  2.03425  -1.02653
H  -2.67082  -0.46525  -1.25825
H  -2.14242  -0.69514  0.43193
H  -1.34360  1.40386  -2.66529
H  -0.08076  2.28001  -1.77864
H  -0.24098  1.95325  0.64997
H  -1.72376  -1.90072  -0.82355

=====

Which of these has the highest ΔE to the lowest compared entry with this formula, charge and spin?
C14H26IIrN3O3P2S3